Model i:
A cluster of 2 separate species, C3H11NOS2 in total. Source: OMol25; level of theory: ωB97M-V with the def2-TZVPD basis set.

Results
Net charge: 0
SMILES: NCCCSS.O
Orbital gap, eV: 9.3
Molecular weight, g mol⁻¹: 141.26
HOMO level, eV: -8.71

Geometry as XYZ:
```
18
Properties=species:S:1:pos:R:3:lowdin_charge:R:1
N -0.906 -1.656 0.768 -0.0126
C -0.907 -0.533 -0.170 -0.3231
C -0.323 -0.961 -1.505 -0.2875
C -0.310 0.171 -2.535 -0.5535
S 0.848 1.489 -2.012 0.4045
S 1.507 2.190 -3.826 0.3093
H -1.255 -1.372 1.670 0.0621
H -0.012 -2.117 0.809 0.0600
H -1.914 -0.154 -0.286 0.1117
H -0.283 0.279 0.234 0.0897
H 0.731 -1.199 -1.341 0.1016
H -0.888 -1.807 -1.899 0.1157
H 0.177 -0.203 -3.433 0.0449
H -1.293 0.575 -2.772 0.0763
H 2.796 1.850 -3.660 -0.1991
O 0.355 0.957 6.594 -0.0683
H 0.419 1.873 6.881 0.0310
H 1.258 0.620 6.485 0.0373
```

Model ii:
A cluster of 2 separate species, C3H11NOS2 in total. Source: OMol25; level of theory: ωB97M-V with the def2-TZVPD basis set.

Results
Net charge: 0
SMILES: C[C@H](N)CSS.O
Orbital gap, eV: 8.4
Molecular weight, g mol⁻¹: 141.26
HOMO level, eV: -8.33

Geometry as XYZ:
```
18
Properties=species:S:1:pos:R:3:lowdin_charge:R:1
C -0.816 -0.268 -1.098 -0.0998
C -0.681 -0.702 0.434 -0.4888
N -1.201 -2.070 0.441 0.0008
C -1.659 0.144 1.308 -0.5521
S -1.932 1.888 0.913 0.4694
S 0.110 2.631 0.669 0.3414
H -1.783 -0.496 -1.556 0.0771
H 0.013 -0.604 -1.753 0.0802
H -0.894 0.813 -1.218 -0.0025
H 0.338 -0.639 0.814 0.1038
H -1.422 -2.317 1.398 0.0710
H -0.672 -2.735 -0.099 0.0759
H -1.381 0.067 2.347 0.0627
H -2.568 -0.416 1.078 0.0803
H 0.572 1.391 0.899 -0.2196
O 4.480 1.195 -1.808 -0.0548
H 5.224 0.593 -1.833 0.0293
H 4.272 1.525 -0.936 0.0255
```

model i ends up most stable, edging out the next structure by 78.2 kJ/mol.

Model i:
A cluster of 3 separate species, C3H11NOS2 in total. Source: OMol25; level of theory: ωB97M-V with the def2-TZVPD basis set.

Results
Net charge: 0
Orbital gap, eV: 5.3
Molecular weight, g mol⁻¹: 141.26
HOMO level, eV: -9.08

Geometry as XYZ:
```
18
Properties=species:S:1:pos:R:3:lowdin_charge:R:1
S 3.821 -0.613 -0.558 0.3242
S -3.716 0.490 0.045 0.6879
C -2.138 -0.402 -0.158 -0.5629
C -0.995 0.571 0.134 -0.3285
N 0.259 -0.146 0.150 -0.1102
C 0.853 -0.406 -1.145 -0.1400
H -4.540 -0.500 -0.311 -0.1584
H -2.095 -1.218 0.563 0.0732
H -2.037 -0.811 -1.162 0.0636
H -1.147 1.039 1.108 0.1152
H -1.028 1.406 -0.588 0.1126
H 0.957 0.234 0.769 0.0585
H 1.053 0.515 -1.711 0.0941
H 0.249 -1.096 -1.733 0.0923
H 1.874 -0.824 -1.033 -0.1019
H 3.088 0.640 1.122 -0.1318
H 2.931 0.226 2.565 0.0388
O 2.613 0.894 1.945 -0.1267
```

Model ii:
A cluster of 2 separate species, C3H11NOS2 in total. Source: OMol25; level of theory: ωB97M-V with the def2-TZVPD basis set.

Results
Net charge: 0
SMILES: C[C@H](N)CSS.O
Orbital gap, eV: 8.6
Molecular weight, g mol⁻¹: 141.26
HOMO level, eV: -8.09

Geometry as XYZ:
```
18
Properties=species:S:1:pos:R:3:lowdin_charge:R:1
C 0.365 -0.338 1.363 -0.0655
C -0.728 -0.560 0.343 -0.5304
N -0.321 -0.322 -0.977 -0.0115
C -2.029 0.231 0.816 -0.5496
S -2.787 1.303 -0.408 0.4507
S -1.233 2.688 -0.759 0.3387
H 0.399 0.677 1.681 0.0592
H 1.340 -0.680 1.020 0.0740
H 0.098 -0.875 2.279 0.0841
H -1.122 -1.571 0.348 0.1233
H -0.819 -0.790 -1.687 0.0651
H 0.176 0.526 -1.185 0.0323
H -1.813 0.849 1.700 0.0563
H -2.765 -0.493 1.183 0.0712
H -1.673 2.883 -2.008 -0.1937
O 4.272 -0.908 -1.543 -0.0658
H 4.159 -0.770 -0.593 0.0290
H 4.480 -1.849 -1.574 0.0325
```

model ii ends up most stable, edging out the next structure by 320.1 kJ/mol.

Model i:
A cluster of 2 separate species, H5NOSi in total. Source: OMol25; level of theory: ωB97M-V with the def2-TZVPD basis set.

Results
Net charge: 0
Orbital gap (alpha / beta), eV: 8.3 / 6.7
Molecular weight, g mol⁻¹: 63.13
HOMO level (alpha / beta), eV: -8.85 / -7.26

Geometry as XYZ:
```
8
Properties=species:S:1:pos:R:3:lowdin_charge:R:1
N 0.167 -1.744 0.688 -0.0807
O 0.680 -0.998 -0.390 -0.3288
Si -0.296 1.487 -0.558 0.7297
H 0.047 -2.668 0.490 0.0259
H 0.619 -1.645 1.569 0.0587
H 0.859 2.079 -1.406 -0.1114
H -1.542 1.348 -1.231 -0.1768
H -0.535 2.141 0.839 -0.1167
```

Model ii:
An isolated molecule of H5NOSi. Source: OMol25; level of theory: ωB97M-V with the def2-TZVPD basis set.

Results
Net charge: 0
SMILES: N[SiH2]O
Orbital gap, eV: 10.2
Molecular weight, g mol⁻¹: 63.13
HOMO level, eV: -9.36

Geometry as XYZ:
```
8
Properties=species:S:1:pos:R:3:lowdin_charge:R:1
N 1.078 -0.322 0.054 -0.1763
Si -0.301 0.719 -0.062 0.3629
O -1.460 -0.405 -0.245 -0.2127
H 1.975 -0.194 0.616 0.0495
H 0.659 -1.265 0.288 0.0302
H -0.431 1.252 1.234 -0.0480
H 0.027 1.469 -1.242 -0.0474
H -1.546 -1.253 -0.644 0.0418
```

model ii ends up most stable, edging out the next structure by 592.9 kJ/mol.

Model i:
A structure of composition C5H11N5. Source: OMol25; level of theory: ωB97M-V with the def2-TZVPD basis set.

Results
Net charge: 0
Orbital gap, eV: 8.5
Molecular weight, g mol⁻¹: 141.18
HOMO level, eV: -8.34

Geometry as XYZ:
```
21
Properties=species:S:1:pos:R:3:lowdin_charge:R:1
C -0.427 -1.559 -1.218 -0.1622
C 1.966 -2.058 -0.175 -0.1357
C 0.192 -1.366 1.254 -0.2258
C 0.777 0.003 1.284 -0.1965
C -0.070 1.081 0.463 -0.2491
H -0.582 -0.447 -1.689 0.0652
H -1.713 -2.099 -0.963 0.1628
H -0.076 -2.335 -2.009 0.0750
H 2.829 -1.209 -0.354 0.0996
H 2.193 -2.818 -0.988 0.0723
H 2.314 -2.419 1.036 0.1540
H 0.988 -1.702 1.798 0.0385
H -0.815 -1.288 1.577 0.1115
H 1.927 -0.098 0.894 0.1172
H 0.958 0.421 2.359 0.1319
H -2.722 2.234 -0.282 0.2195
N 0.457 -1.928 -0.131 -0.2669
N 0.232 1.203 -1.053 0.0250
N -0.797 1.912 -1.386 0.0080
N -1.531 2.216 -0.084 -0.1604
N -1.207 1.620 1.078 0.1162
```

Model ii:
An isolated molecule of C5H11N5. Source: OMol25; level of theory: ωB97M-V with the def2-TZVPD basis set.

Results
Net charge: 0
Orbital gap, eV: 7.7
Molecular weight, g mol⁻¹: 141.18
HOMO level, eV: -8.48

Geometry as XYZ:
```
21
Properties=species:S:1:pos:R:3:lowdin_charge:R:1
C -1.446 -0.083 0.064 -0.5486
C 0.546 -1.240 -1.018 -0.0073
C 0.223 1.370 -1.046 -0.0260
C 0.408 0.075 1.157 -0.1087
C -0.028 0.066 -0.309 -0.4860
N -1.809 -0.785 1.081 -0.0043
N -2.439 0.413 -0.627 0.0328
N -3.170 -0.671 1.063 -0.0860
N -3.512 0.046 0.079 -0.1107
N 1.950 -0.013 0.964 0.1993
H 0.539 -2.040 -0.300 0.0802
H -0.093 -1.339 -1.921 0.1130
H 1.551 -1.072 -1.359 0.0558
H 0.568 2.064 -0.372 0.0565
H 0.770 1.238 -2.000 0.1039
H -0.718 1.691 -1.415 0.0630
H 0.079 1.048 1.677 0.1729
H -0.154 -0.606 1.715 0.0640
H 2.490 0.363 1.648 0.1039
H 2.022 0.516 0.072 0.1424
H 2.222 -1.040 0.847 0.1902
```

model ii ends up most stable, edging out the next structure by 467.6 kJ/mol.

Model i:
A cluster of 2 separate species, C3H8Se in total. Source: OMol25; level of theory: ωB97M-V with the def2-TZVPD basis set.

Results
Net charge: 0
Orbital gap, eV: 8.2
Molecular weight, g mol⁻¹: 123.06
HOMO level, eV: -8.19

Geometry as XYZ:
```
12
Properties=species:S:1:pos:R:3:lowdin_charge:R:1
C -0.821 -1.927 0.705 -0.0797
C 0.058 1.547 -1.348 -0.2622
C 1.129 0.891 -0.455 -0.5552
Se 1.152 1.424 1.282 0.7451
H -1.047 -2.806 0.050 0.0201
H -1.436 -0.970 0.430 0.0358
H -1.227 -2.185 1.749 0.0384
H 0.206 1.228 -2.489 0.1070
H -0.869 1.311 -1.004 0.0017
H 0.290 2.622 -1.180 0.0626
H 0.213 -1.609 0.589 -0.0267
H 2.352 0.473 1.671 -0.0868
```

Model ii:
An isolated molecule of C3H8Se. Source: OMol25; level of theory: ωB97M-V with the def2-TZVPD basis set.

Results
Net charge: 0
SMILES: CC[Se]C
Orbital gap, eV: 9.1
Molecular weight, g mol⁻¹: 123.06
HOMO level, eV: -8.21

Geometry as XYZ:
```
12
Properties=species:S:1:pos:R:3:lowdin_charge:R:1
C -1.431 1.461 -0.381 -0.2271
C -0.584 0.284 -0.329 -0.5564
Se 1.334 0.631 0.200 0.8541
C 2.081 -1.107 -0.322 -0.4562
H -1.373 1.979 0.513 0.0248
H -1.105 2.312 -1.163 0.1301
H -2.508 1.264 -0.507 0.0803
H -0.256 0.116 -1.340 0.0225
H -1.013 -0.605 0.103 0.0699
H 1.953 -1.341 -1.430 0.0474
H 3.082 -0.867 -0.126 -0.0464
H 1.794 -1.990 0.371 0.0569
```

model ii ends up most stable, edging out the next structure by 284.5 kJ/mol.

Model i:
The ion CH4N3O with charge +1. Source: OMol25; level of theory: ωB97M-V with the def2-TZVPD basis set.

Results
Net charge: +1
SMILES: NC(=[NH2+])N=O
Orbital gap, eV: 9.3
Molecular weight, g mol⁻¹: 74.06
HOMO level, eV: -15.72

Geometry as XYZ:
```
9
Properties=species:S:1:pos:R:3:lowdin_charge:R:1
N -0.165 -0.536 1.314 0.2625
C 0.084 -0.108 0.113 -0.2971
N -0.606 0.689 -0.629 0.2385
N 1.280 -0.760 -0.783 0.1343
O 1.252 -0.281 -1.852 0.0936
H 0.562 -0.963 1.826 0.1377
H -0.831 0.047 1.773 0.1432
H -0.185 0.789 -1.565 0.1361
H -1.392 1.122 -0.197 0.1511
```

Model ii:
A cluster of 2 separate species, CH4N3O in total. Source: OMol25; level of theory: ωB97M-V with the def2-TZVPD basis set.

Results
Net charge: +1
Orbital gap, eV: 9.8
Molecular weight, g mol⁻¹: 74.06
HOMO level, eV: -14.95

Geometry as XYZ:
```
9
Properties=species:S:1:pos:R:3:lowdin_charge:R:1
C 1.651 -0.267 0.293 0.2263
N -1.901 0.119 -0.353 -0.2783
N -0.847 0.095 0.323 0.0458
N 2.618 0.056 -0.163 0.3698
O -3.003 0.375 -0.011 0.1006
H 0.784 -0.816 0.564 0.0844
H -1.059 0.326 1.287 0.0985
H 3.428 0.356 -0.615 0.1437
H -1.671 -0.242 -1.326 0.2093
```

model i ends up most stable, edging out the next structure by 248.4 kJ/mol.